{"formula": "C53H46N6O4P2Ti", "method": "ωB97M-V with the def2-TZVPD basis set", "symbols": ["Ti", "O", "C", "O", "C", "C", "C", "C", "C", "N", "C", "O", "O", "H", "H", "H", "H", "C", "C", "C", "C", "C", "N", "C", "C", "C", "C", "C", "C", "C", "N", "C", "C", "C", "N", "C", "C", "N", "C", "C", "C", "N", "H", "H", "H", "H", "H", "H", "H", "H", "H", "H", "H", "H", "H", "H", "H", "H", "H", "H", "C", "C", "P", "C", "C", "C", "C", "C", "C", "C", "C", "C", "C", "C", "C", "P", "C", "C", "C", "C", "C", "C", "C", "C", "C", "C", "C", "C", "H", "H", "H", "H", "H", "H", "H", "H", "H", "H", "H", "H", "H", "H", "H", "H", "H", "H", "H", "H", "H", "H", "H", "H"], "xyz": [[1.098695, -0.771886, 0.748493], [3.731730, -2.631851, 3.133509], [3.021916, -2.157196, 2.082584], [1.962898, -1.488650, 2.311863], [3.396351, -2.375776, 0.735843], [4.349948, -3.297122, 0.295098], [4.244379, -3.714543, -1.049891], [3.440007, -3.039007, -1.905766], [2.961015, -1.660568, -1.494382], [2.565433, -1.670344, -0.094303], [1.610789, 0.284621, -1.863513], [2.055367, 1.290278, -2.373909], [0.928487, 0.240470, -0.765954], [3.292850, -2.332381, 3.945108], [5.001965, -3.779201, 1.004864], [4.747729, -4.621777, -1.357386], [3.197062, -3.404334, -2.890844], [-5.548002, -2.877946, 1.551523], [-4.216697, -2.218205, 1.746117], [-4.080939, -0.881426, 2.110221], [-2.837893, -0.300159, 2.246849], [-1.642310, -1.016350, 2.042834], [-0.387059, -0.432198, 2.169894], [-0.155789, 0.213800, 3.354158], [-0.993991, -0.025258, 4.474539], [-0.887769, 0.641023, 5.670914], [0.094109, 1.610034, 5.848686], [0.239637, 2.408501, 7.110568], [0.979216, 1.802857, 4.808382], [0.915711, 1.118484, 3.594059], [1.940384, 1.395369, 2.671831], [3.014639, 2.191299, 2.882148], [3.718158, 2.269300, 1.702325], [3.009669, 1.474997, 0.807117], [1.946461, 0.949749, 1.414842], [-1.800987, -2.378759, 1.722001], [-3.057492, -2.948695, 1.552573], [-0.690253, -3.213042, 1.509414], [-0.604334, -4.510542, 1.865633], [0.480071, -5.041555, 1.207051], [0.996664, -3.984686, 0.458802], [0.290136, -2.874522, 0.660658], [-6.359484, -2.159394, 1.622423], [-5.700880, -3.651809, 2.304000], [-5.588352, -3.356451, 0.573670], [-4.963771, -0.283385, 2.287192], [-2.767387, 0.737125, 2.540583], [-1.763395, -0.779081, 4.383814], [-1.578064, 0.416540, 6.472101], [-0.653803, 2.336369, 7.725707], [0.420486, 3.457163, 6.875518], [1.087820, 2.045780, 7.693893], [1.745010, 2.544057, 4.960078], [3.250378, 2.638993, 3.822728], [4.617594, 2.820064, 1.527607], [3.219865, 1.295839, -0.232754], [-3.121715, -3.984732, 1.249465], [-1.288838, -4.953232, 2.561900], [0.850012, -6.044612, 1.257501], [1.809453, -4.011674, -0.240604], [-1.264729, -1.047118, -1.236741], [-1.911551, 0.296571, -1.587216], [-0.826399, 1.797247, -1.936035], [-0.396120, 2.612447, -0.337241], [-1.053489, 2.456691, 0.874241], [-0.741369, 3.271066, 1.950721], [0.264741, 4.214731, 1.842186], [0.970297, 4.334789, 0.655374], [0.631377, 3.549214, -0.431880], [-2.244416, 2.957841, -2.247443], [-3.323722, 3.076418, -1.379496], [-4.355301, 3.953951, -1.645600], [-4.322294, 4.740757, -2.783171], [-3.244856, 4.648845, -3.645000], [-2.211014, 3.766197, -3.377957], [0.057548, -1.970683, -2.269495], [1.810542, -1.124199, -2.418941], [2.186698, -1.319683, -3.840339], [3.322113, -0.982538, -4.509377], [4.490801, -0.403281, -4.015112], [4.832269, -0.257278, -2.666474], [4.173173, -0.745898, -1.586848], [-0.708683, -1.358136, -3.840337], [-0.456396, -0.090887, -4.364374], [-1.180770, 0.380478, -5.441563], [-2.114505, -0.433546, -6.060342], [-2.335548, -1.712398, -5.579966], [-1.662470, -2.160760, -4.455537], [-2.065888, -1.805915, -1.251755], [-0.877727, -0.992738, -0.213649], [-2.626465, 0.513949, -0.784350], [-2.489697, 0.204328, -2.517009], [-1.827996, 1.711490, 0.967736], [-1.296441, 3.178243, 2.875125], [0.496193, 4.854691, 2.682368], [1.778056, 5.049950, 0.584082], [1.170483, 3.647763, -1.364470], [-3.364372, 2.484314, -0.477587], [-5.187819, 4.029126, -0.961002], [-5.134630, 5.420904, -2.992201], [-3.216551, 5.270932, -4.526849], [-1.369452, 3.703255, -4.053836], [1.428281, -1.807224, -4.438242], [3.301728, -1.172329, -5.576471], [5.211079, -0.075777, -4.749289], [5.747926, 0.289018, -2.467396], [4.623613, -0.566934, -0.615765], [0.334012, 0.514788, -3.952849], [-1.004115, 1.383919, -5.801394], [-2.665452, -0.074690, -6.916066], [-3.028353, -2.373108, -6.080806], [-1.865222, -3.149154, -4.063734]], "forces_ev_per_angstrom": [[-3.6627, -0.1227, 0.7058], [-0.4157, 0.2487, -1.1173], [-0.5446, 0.3761, 1.8964], [2.8067, -1.6837, 1.5040], [0.7297, -0.2648, -0.7191], [-0.3386, 0.4415, 0.6774], [-0.1686, -0.0397, -0.4277], [-0.0676, -0.2120, 0.2950], [0.3956, -0.3011, -0.5894], [1.8978, -1.1861, -0.3251], [1.0059, 0.3622, -1.8224], [0.0387, -0.2649, 0.2296], [0.1015, 1.0310, -0.8762], [-0.0742, 0.0016, -0.1600], [-0.0045, -0.0744, 0.0620], [-0.0514, -0.0605, -0.0553], [0.0409, -0.0444, -0.0799], [0.0313, -0.0267, 0.0201], [0.1307, -0.0088, 0.0398], [-0.0040, -0.0902, -0.0535], [0.2789, -0.1213, -0.2238], [-0.6645, -0.5182, 0.0928], [0.0010, -0.0574, -0.3777], [0.1318, 0.3883, 0.8310], [0.1772, -0.0431, -0.0768], [0.1538, 0.1829, -0.0104], [-0.0256, -0.0587, -0.1093], [0.0719, -0.0815, -0.0351], [-0.0608, -0.0835, -0.0271], [-0.8676, -0.4720, 0.6326], [0.6970, 0.4954, 0.0275], [0.2585, -0.0330, -0.3937], [-0.1486, -0.1015, 0.2345], [-0.0214, 0.2970, 0.2358], [0.7073, 1.0348, 0.2359], [-0.5081, 0.8295, 0.1360], [0.0198, 0.1713, 0.0390], [-0.0131, -0.5742, 0.3533], [0.2736, 0.0226, -0.1074], [-0.1352, 0.0714, 0.0298], [-0.2196, -0.1636, 0.0434], [0.1385, -0.1435, -0.0654], [-0.0942, 0.0251, -0.0023], [-0.1026, -0.0290, 0.0253], [-0.1073, -0.0182, -0.0411], [-0.1000, 0.0622, -0.0260], [0.0132, 0.0483, 0.0502], [0.0534, 0.0465, -0.0140], [-0.0681, -0.0439, 0.0692], [-0.0397, 0.0341, 0.0658], [-0.0248, 0.0561, 0.0938], [-0.0102, 0.0450, 0.1054], [0.0851, 0.1049, -0.0209], [-0.1098, 0.0695, 0.1548], [0.1944, 0.1300, -0.0638], [-0.1053, -0.0851, -0.0116], [0.0070, -0.0864, -0.0590], [-0.1835, 0.0221, 0.0717], [0.0464, -0.1875, 0.0104], [0.1213, 0.1059, -0.0223], [0.5112, -0.1844, 0.0541], [0.3690, 0.1978, 0.0269], [-1.2868, 0.6122, 0.3303], [0.0783, -0.1128, -0.2005], [-0.0068, 0.0648, -0.1515], [-0.1767, -0.0759, 0.0984], [0.0706, 0.0508, 0.0662], [-0.0299, 0.1025, 0.0933], [-0.0431, -0.0732, -0.0206], [0.2258, -0.1961, -0.2016], [-0.0947, -0.0244, -0.0280], [-0.1380, 0.0041, 0.1278], [-0.0334, 0.0656, -0.0878], [-0.0972, 0.1626, -0.0970], [-0.0214, -0.1072, 0.0391], [-0.5701, -0.1703, -0.6980], [-0.6331, 0.2805, 0.6662], [0.1185, 0.1001, -0.5322], [-0.4938, -0.1312, -0.0788], [0.2136, 0.0721, -0.1262], [0.0281, 0.0776, 0.2897], [0.3489, 0.1368, 0.1669], [0.1677, -0.1610, 0.1229], [0.1079, -0.2321, -0.1733], [0.0719, 0.0827, -0.0701], [-0.1356, -0.0441, -0.0417], [-0.1839, -0.0336, -0.0700], [0.1580, -0.0169, 0.0997], [0.2258, 0.0719, 0.1629], [-0.7388, -0.1827, -0.4423], [0.0088, -0.0405, -0.1134], [0.0740, 0.0257, 0.1808], [-0.0654, -0.0390, 0.0018], [0.0057, -0.0564, 0.0995], [0.0527, 0.0311, 0.0746], [0.0450, 0.0597, -0.0662], [0.0543, -0.0214, -0.0615], [-0.0149, -0.0455, 0.0690], [-0.0816, 0.0058, 0.0672], [-0.0507, 0.0866, -0.0386], [0.0519, 0.0541, -0.1202], [0.0883, -0.0411, -0.0612], [0.1706, -0.0007, -0.0931], [-0.0005, -0.0409, -0.0459], [0.1217, 0.0845, -0.0470], [0.0068, -0.0070, 0.0671], [0.0065, 0.0391, -0.0430], [-0.0431, 0.1253, -0.0320], [0.0415, 0.0622, -0.0847], [-0.0477, 0.0331, -0.1132], [-0.1328, 0.0090, -0.0233], [0.0301, -0.0827, 0.0043]], "homo_ev": [-6.20, -7.10], "orbital_gap_ev": [6.0, 6.5], "de_lowest_ev": 2.188, "multiplicity": 3}

{"formula": "C53H48BrN3OPSiSm", "method": "ωB97M-V with the def2-TZVPD basis set", "symbols": ["Sm", "Br", "C", "C", "C", "C", "O", "C", "C", "N", "C", "C", "C", "C", "C", "C", "C", "C", "N", "C", "C", "H", "H", "H", "H", "H", "H", "H", "H", "H", "H", "C", "Si", "C", "N", "C", "C", "C", "C", "C", "C", "C", "C", "C", "C", "C", "C", "C", "C", "C", "C", "C", "H", "H", "H", "H", "H", "H", "H", "H", "H", "H", "H", "H", "H", "H", "H", "H", "H", "H", "H", "H", "H", "H", "H", "H", "C", "C", "C", "C", "C", "C", "P", "C", "C", "C", "C", "C", "C", "C", "C", "C", "C", "C", "C", "H", "H", "H", "H", "H", "H", "H", "H", "H", "H", "H", "H", "H", "H"], "xyz": [[0.068244, -0.336430, 0.212596], [-6.056897, -4.241516, 3.228731], [-4.416714, -3.517407, 2.607678], [-3.203453, -4.083208, 3.023478], [-2.015547, -3.556855, 2.585211], [-1.963647, -2.440016, 1.725858], [-0.812116, -1.931277, 1.398332], [-3.197671, -1.901477, 1.282686], [-3.346011, -0.828506, 0.331623], [-2.438466, -0.198730, -0.323521], [-2.830167, 0.722572, -1.331786], [-4.084732, 0.783295, -1.881145], [-4.412791, 1.702864, -2.898950], [-3.468950, 2.543760, -3.402040], [-2.149487, 2.486924, -2.898042], [-1.113314, 3.291174, -3.426071], [0.149045, 3.189493, -2.930313], [0.379320, 2.285616, -1.876554], [-0.552592, 1.521645, -1.363279], [-1.824390, 1.589966, -1.860442], [-4.410964, -2.455693, 1.753779], [-3.212188, -4.932513, 3.694828], [-1.067157, -3.969116, 2.906996], [-4.389738, -0.563495, 0.163552], [-4.849324, 0.087304, -1.563278], [-5.421494, 1.717389, -3.292979], [-3.703301, 3.241621, -4.197842], [-1.342305, 3.974874, -4.236814], [0.967233, 3.778767, -3.322439], [1.373961, 2.183168, -1.457336], [-5.349657, -2.028329, 1.418217], [2.036262, 0.220188, 1.680450], [1.394880, 0.782598, 3.284576], [0.238165, 2.222314, 2.853111], [-0.913624, 1.901094, 1.961894], [-1.404134, 3.135564, 1.306805], [-2.254717, 3.995742, 2.233324], [-3.544808, 3.239920, 2.623534], [-3.385614, 1.737726, 2.358511], [-1.995971, 1.271613, 2.770087], [2.662264, 1.487563, 4.500233], [3.260741, 2.731425, 4.263965], [4.243699, 3.240293, 5.102983], [4.661835, 2.504337, 6.204315], [4.087744, 1.266132, 6.459393], [3.095451, 0.767903, 5.619754], [0.565616, -0.585770, 4.273042], [0.934518, -1.916647, 4.041059], [0.459073, -2.946414, 4.845122], [-0.412254, -2.666379, 5.889805], [-0.801897, -1.353192, 6.130415], [-0.312097, -0.327867, 5.330683], [2.717041, -0.632697, 1.811353], [2.643175, 1.037636, 1.260541], [0.900485, 2.902437, 2.301477], [-0.094862, 2.774778, 3.747065], [-1.991465, 2.868517, 0.426315], [-0.536412, 3.688509, 0.947467], [-2.486224, 4.939125, 1.735380], [-1.673125, 4.249362, 3.122470], [-4.397940, 3.624836, 2.060959], [-3.767638, 3.400739, 3.680340], [-3.563273, 1.531695, 1.302697], [-4.123413, 1.161216, 2.922072], [-1.907858, 0.185686, 2.730588], [-1.864972, 1.549005, 3.822339], [2.958761, 3.317863, 3.399072], [4.687165, 4.207667, 4.896045], [5.430660, 2.896162, 6.860541], [4.408982, 0.687635, 7.318257], [2.652959, -0.196625, 5.844443], [1.598251, -2.151036, 3.211610], [0.768427, -3.969090, 4.656833], [-0.789706, -3.467942, 6.513285], [-1.483215, -1.130022, 6.942632], [-0.600451, 0.695835, 5.556260], [5.182452, -0.313488, -5.908200], [5.547006, -1.202850, -4.906871], [4.768790, -1.328376, -3.760799], [3.621235, -0.557563, -3.602010], [3.269551, 0.342782, -4.609585], [4.036852, 0.459926, -5.758960], [2.474432, -0.670521, -2.180581], [3.391341, -1.663446, -0.937767], [4.571632, -1.136361, -0.410006], [5.228727, -1.768142, 0.632664], [4.700032, -2.930081, 1.186899], [3.526888, -3.460061, 0.673501], [2.881410, -2.839225, -0.392275], [1.158834, -1.803486, -2.719941], [1.243158, -2.639142, -3.831086], [0.186923, -3.495650, -4.116727], [-0.925187, -3.511982, -3.281517], [-0.979916, -2.670682, -2.174159], [0.047226, -1.770638, -1.856766], [5.788849, -0.220460, -6.801022], [6.438260, -1.809093, -5.019277], [5.056451, -2.036103, -2.991432], [2.374566, 0.948056, -4.493083], [3.745744, 1.156295, -6.536257], [4.973456, -0.210221, -0.812003], [6.142284, -1.342892, 1.032439], [5.200052, -3.413466, 2.017339], [3.109502, -4.366573, 1.096069], [1.971007, -3.267070, -0.787295], [2.120668, -2.629691, -4.469375], [0.234349, -4.150969, -4.979142], [-1.750896, -4.182957, -3.496456], [-1.865295, -2.722861, -1.541855]], "forces_ev_per_angstrom": [[0.2021, 0.3487, -0.0006], [0.0456, 0.0154, -0.0145], [0.0656, -0.1398, 0.1141], [-0.0406, 0.0169, -0.0250], [0.1146, -0.1576, 0.0833], [0.2680, 0.1497, 0.0059], [-0.6030, -0.2403, 0.0724], [-0.1837, 0.0739, -0.0121], [-0.1623, -0.1199, 0.0830], [0.3172, 0.1837, -0.0985], [0.0791, -0.1011, 0.1086], [-0.1880, -0.0138, -0.1245], [-0.0594, -0.0808, 0.0501], [0.0437, 0.0516, -0.0370], [0.0112, 0.0482, -0.0445], [-0.0664, 0.0465, -0.0968], [0.0680, 0.0645, 0.0526], [0.0637, 0.0458, 0.0227], [-0.2278, -0.0230, -0.1382], [0.0947, -0.0358, 0.0220], [0.0124, 0.1749, -0.1319], [0.0166, 0.0161, -0.0122], [-0.1214, -0.0007, -0.0211], [-0.0924, -0.0284, 0.0144], [-0.0002, 0.0468, -0.0340], [0.0352, -0.0236, 0.0322], [0.0213, -0.0340, 0.0420], [0.0056, -0.0300, 0.0437], [-0.0284, -0.0160, 0.0357], [0.0178, -0.0197, 0.0002], [0.0422, -0.0071, 0.0056], [0.0402, -0.2512, 0.1045], [0.2086, -0.0859, 0.0065], [-0.2111, 0.0986, 0.0074], [0.2238, -0.0224, 0.0719], [-0.0250, -0.0565, 0.0893], [-0.0729, -0.0241, -0.0031], [0.0636, -0.0136, -0.0336], [-0.0093, 0.0457, 0.0370], [-0.0034, 0.1280, -0.0671], [0.0496, 0.1787, 0.0919], [-0.0025, -0.0291, 0.0120], [-0.0255, -0.0291, -0.0313], [-0.0205, -0.0230, -0.0036], [-0.0578, 0.0063, -0.0527], [0.0665, 0.1368, -0.0056], [-0.0836, -0.2211, -0.0536], [-0.0627, 0.0796, 0.0126], [0.0270, 0.0808, 0.0551], [0.0133, 0.0671, -0.0364], [0.0067, -0.0367, -0.0745], [0.1026, -0.0715, 0.0486], [-0.0232, 0.0195, -0.1000], [-0.0476, -0.0108, -0.0726], [-0.0395, -0.0180, 0.0277], [-0.0138, -0.0006, -0.0761], [-0.0159, -0.0231, -0.0060], [0.0363, -0.0162, -0.0198], [-0.0222, 0.0110, 0.0334], [-0.0117, -0.0046, -0.0137], [0.0047, -0.0085, 0.0071], [0.0091, 0.0166, 0.0023], [0.0079, -0.0106, -0.0029], [-0.0036, 0.0284, -0.0299], [0.0258, -0.0762, -0.0207], [0.0237, -0.0142, 0.0509], [0.0353, -0.0230, 0.0543], [-0.0147, -0.0266, 0.0073], [-0.0307, -0.0236, -0.0246], [-0.0134, 0.0144, -0.0311], [0.0057, 0.0191, -0.0162], [-0.0454, 0.0192, 0.1027], [-0.0073, 0.0344, 0.0053], [0.0086, 0.0146, 0.0028], [0.0135, -0.0046, -0.0015], [0.0193, -0.0590, -0.0146], [-0.0336, 0.0144, 0.0430], [-0.0185, 0.0077, 0.0250], [0.0528, -0.0446, -0.0555], [-0.0478, -0.0075, -0.0010], [0.0137, 0.0088, -0.0230], [0.0192, -0.0285, 0.0231], [-0.0299, -0.1048, 0.1477], [0.0340, -0.0143, -0.1105], [0.0624, 0.0535, 0.0521], [-0.0111, 0.0061, 0.0117], [-0.0115, 0.0277, -0.0183], [0.0221, 0.0151, -0.0298], [0.0410, 0.0242, 0.0666], [0.0096, 0.0409, -0.1110], [-0.0671, -0.0802, -0.0409], [0.0355, 0.0402, 0.0255], [0.0210, 0.0344, -0.0058], [-0.0480, -0.0361, -0.0199], [0.2040, 0.0305, 0.0158], [-0.0185, -0.0056, 0.0269], [-0.0323, 0.0196, 0.0087], [-0.0237, 0.0349, -0.0327], [0.0416, -0.0236, -0.0093], [0.0068, -0.0185, 0.0219], [-0.0220, -0.0472, 0.0279], [-0.0456, -0.0180, -0.0257], [-0.0087, 0.0149, -0.0228], [0.0048, 0.0218, -0.0160], [-0.0713, -0.0339, -0.0407], [-0.0081, 0.0067, 0.0082], [-0.0020, 0.0261, 0.0263], [0.0318, 0.0159, 0.0026], [0.0202, -0.0069, -0.0070]], "homo_ev": [-7.45, -7.38], "orbital_gap_ev": [6.5, 6.5], "multiplicity": 6}

Question: The lowest multiplicity belongs to which entry?
Answer: C53H46N6O4P2Ti

Question: What is the formula in the second record?
Answer: C53H48BrN3OPSiSm